## a
The following is a DFT calculation (wB97M-V/def2-TZVPD) of 2 unconnected molecules or ions with the total composition C7H8N2O.

CARTESIAN COORDINATES (ANGSTROEM)
C -1.364 -1.224 0.997
C 0.446 -2.016 -0.376
C 0.704 -0.728 -0.729
H 1.549 -0.439 -1.362
C -0.903 0.114 0.906
C 0.571 1.693 -0.527
O -1.620 1.098 1.550
H 1.140 -2.736 -0.872
H -1.188 -3.231 0.494
N -4.304 0.759 -0.650
H 1.698 1.876 -0.386
C 0.161 0.352 -0.009
H -2.295 -1.381 1.499
H 0.165 2.580 -0.032
H -1.285 1.953 1.267
C -0.633 -2.297 0.450
N -3.698 -0.143 -0.931
H 0.048 1.856 -1.494

Values from the calculation:
orbital gap: 9.33 eV
structure (SMILES): Cc1ccccc1O.N#N
lowest unoccupied orbital energy: 0.787 eV

=====

## b
The following is a DFT calculation (wB97M-V/def2-TZVPD) of C7H8N2O in the gas phase.

CARTESIAN COORDINATES (ANGSTROEM)
C -0.972 0.581 -0.214
H 2.294 0.622 1.915
C 1.454 0.396 1.321
H -2.881 0.526 -1.148
O -2.786 -0.824 0.336
H 2.201 1.341 -0.465
H 3.130 0.048 0.003
H -2.043 -1.225 0.816
N -0.037 2.963 0.138
N 0.263 0.373 1.625
C -0.230 -0.463 -0.963
C 1.182 -0.552 -0.950
C -2.477 0.457 -0.189
H 1.603 -1.482 -1.222
C 2.017 0.310 -0.116
H -0.913 -1.111 -1.562
C -0.513 1.939 -0.071
H -2.901 1.150 0.484

Values from the calculation:
orbital gap (alpha / beta): 8.14 / 7.99 eV
lowest unoccupied orbital energy (alpha / beta): -1.023 / -0.831 eV

=====

Most stable pick: a. Distance to second place: 109.7 kcal/mol.

=====

## a
The following is a DFT calculation (wB97M-V/def2-TZVPD) of a molecular structure, C3H10N6.

CARTESIAN COORDINATES (ANGSTROEM)
N 0.956 1.947 1.309
H -2.061 1.648 1.314
H 2.825 0.592 -0.676
N 1.172 -1.174 0.936
C 0.612 1.155 0.490
H -1.036 1.718 -1.108
N -0.903 1.075 -0.333
H 1.993 -0.043 -1.921
H 1.156 -0.737 1.850
N -0.151 -0.441 -1.014
H -2.075 -0.075 0.950
C 1.033 -0.193 -0.111
H 2.024 -1.711 0.828
H -3.006 1.028 -0.071
H -0.572 -2.000 0.174
H -1.298 -1.995 -1.464
C -2.079 0.927 0.496
N 2.220 -0.181 -0.941
N -0.811 -1.539 -0.708

Values from the calculation:
orbital gap: 8.43 eV
lowest unoccupied orbital energy: 0.873 eV

=====

## b
The following is a DFT calculation (wB97M-V/def2-TZVPD) of C3H10N6 in the gas phase.

CARTESIAN COORDINATES (ANGSTROEM)
N 1.043 -1.169 0.938
H 1.958 -1.599 1.004
C 1.027 -0.129 -0.070
H 2.671 0.657 -1.026
H -0.668 -1.937 -0.077
H -2.927 0.476 0.126
H -1.715 0.118 1.351
N 1.142 2.032 1.356
H 2.032 -0.622 -1.792
H -0.927 -1.825 -1.804
H -1.241 1.651 -1.120
C 0.840 1.222 0.569
C -2.024 0.862 0.608
N 2.224 -0.241 -0.872
H -2.251 1.783 1.143
N -0.851 -1.366 -0.905
N -0.940 1.092 -0.327
N -0.177 -0.190 -0.955
H 0.784 -0.815 1.852

Values from the calculation:
orbital gap: 9.55 eV
structure (SMILES): CNN(N)C(N)(N)C#N
lowest unoccupied orbital energy: 0.962 eV

=====

Most stable pick: b. Distance to second place: 16.0 kcal/mol.

=====

## a
The following is a DFT calculation (wB97M-V/def2-TZVPD) of 2 unconnected molecules or ions with the total composition CH5N2O2.

CARTESIAN COORDINATES (ANGSTROEM)
C -1.501 -0.497 0.022
O 1.552 -0.860 -0.353
N -0.638 0.427 -0.697
H 1.239 0.823 0.534
H -1.340 -0.478 1.107
N 2.072 0.201 0.291
H -2.543 -0.216 -0.182
H 2.614 0.756 -0.400
O -0.127 1.342 0.043
H -1.329 -1.498 -0.366

Values from the calculation:
orbital gap (alpha / beta): 6.43 / 7.70 eV
lowest unoccupied orbital energy (alpha / beta): 4.777 / 4.793 eV
net charge: -1

=====

## b
The following is a DFT calculation (wB97M-V/def2-TZVPD) of a gas-phase ion, CH5N2O2 (charge -1).

CARTESIAN COORDINATES (ANGSTROEM)
N -1.916 -0.431 -0.177
N 0.117 0.575 0.633
H 2.044 -0.361 0.404
O -0.287 1.539 -0.173
H 1.054 0.167 -1.022
H -1.503 0.477 -0.646
O -1.131 -0.356 0.913
C 1.068 -0.251 -0.069
H 0.755 -1.248 -0.222
H -2.859 -0.025 0.104

Values from the calculation:
orbital gap: 7.01 eV
structure (SMILES): CN([O-])ON
lowest unoccupied orbital energy: 4.829 eV
net charge: -1

=====

Most stable pick: a. Distance to second place: 7.7 kcal/mol.